1.
C51H71B2N8O18 | wB97M-V/def2-TZVPD

Structure (XYZ):
```
150
Properties=species:S:1:pos:R:3
C -0.7100 -17.7015 -13.0655
C -0.0704 -16.5102 -12.3487
C 0.7890 -16.9424 -11.1488
C 0.8071 -15.8467 -10.1135
N 1.9365 -16.0063 -9.0985
C 1.6450 -17.2061 -8.2156
C 0.9836 -16.6747 -6.9555
C 1.6860 -15.3471 -6.7503
C 1.8307 -14.8083 -8.1649
C 3.3283 -16.0847 -9.6302
C 3.8238 -14.9977 -10.5284
C 5.2437 -15.3032 -11.0252
H -1.6425 -18.0158 -12.5890
H -0.0346 -18.5582 -13.1017
H -0.9958 -17.4202 -14.0804
H -0.8709 -15.8444 -12.0176
H 0.4797 -15.9183 -13.0837
H 1.7755 -17.2093 -11.5339
H 0.3320 -17.8561 -10.7572
H -0.0962 -15.7747 -9.5096
H 0.9860 -14.8723 -10.5702
H 2.6319 -17.6532 -8.0928
H 1.0644 -17.9727 -8.7281
H 1.0768 -17.4315 -6.1740
H -0.0899 -16.7027 -7.1571
H 2.5981 -15.5807 -6.1982
H 1.0954 -14.6646 -6.1408
H 2.7407 -14.2163 -8.2057
H 0.9698 -14.1676 -8.3348
H 3.4095 -17.1047 -10.0249
H 3.9877 -16.1517 -8.7548
H 3.8812 -14.0516 -9.9876
H 3.1402 -14.8253 -11.3602
H 5.8556 -14.4058 -11.0089
H 5.2744 -15.8313 -11.9750
H 5.7097 -15.9827 -10.3000
O 1.2694 -9.4893 -11.0876
C 1.3706 -10.5899 -11.5349
O 1.7442 -10.9208 -12.7720
B 1.9422 -12.3753 -12.8188
O 1.4049 -12.9104 -11.5572
C 1.1141 -11.8980 -10.7583
O 0.7899 -11.9632 -9.6061
O 3.3550 -12.7850 -12.9571
C 3.5171 -13.4908 -14.0625
O 4.5450 -13.9538 -14.4702
C 2.1307 -13.6226 -14.7427
O 1.2639 -12.9494 -14.0053
O 1.9300 -14.2158 -15.7605
O -3.5067 -12.7979 -6.8448
C -3.4625 -13.7799 -7.5212
O -4.1518 -14.0568 -8.6120
B -3.6764 -15.3057 -9.2325
O -2.7251 -15.8513 -8.2171
C -2.5660 -15.0020 -7.2344
O -1.8394 -15.1321 -6.2843
O -3.0670 -15.1922 -10.5632
C -3.7931 -15.8208 -11.4678
O -3.6339 -15.7726 -12.6507
C -4.9881 -16.4648 -10.7077
O -4.7895 -16.2343 -9.4314
O -5.8960 -17.0287 -11.2352
N 6.6641 -15.9110 -6.6068
C 6.9183 -15.1375 -7.7106
C 5.9772 -14.1216 -7.7189
C 5.1617 -14.3169 -6.6024
C 5.5794 -15.4354 -5.9295
H 7.2225 -16.7070 -6.3554
H 7.7010 -15.4318 -8.3882
H 5.8260 -13.3947 -8.4993
H 4.3929 -13.6235 -6.2927
H 5.2406 -15.9444 -5.0435
N -4.2806 -17.6792 -14.6598
C -5.1463 -18.6884 -14.3523
C -5.8050 -19.0684 -15.4948
C -5.4744 -18.1065 -16.4927
C -4.5150 -17.2921 -15.9534
H -3.6906 -17.1283 -14.0468
H -5.2392 -19.0595 -13.3448
H -6.4897 -19.8887 -15.6311
H -5.8110 -18.0179 -17.5131
H -3.9067 -16.5154 -16.3887
N 3.9460 -19.7564 -10.5964
C 4.3979 -19.1088 -11.7217
C 3.4435 -19.2786 -12.6907
C 2.3671 -20.0347 -12.1358
C 2.7635 -20.3588 -10.8632
H 4.3879 -19.8065 -9.6921
H 5.3535 -18.6128 -11.7281
H 3.5116 -18.9160 -13.7042
H 1.5617 -20.3842 -12.7593
H 2.2575 -20.9489 -10.1166
N 4.3849 -20.9443 -7.5102
C 5.6283 -20.9472 -8.0862
C 6.1200 -19.6706 -8.1577
C 5.0929 -18.8345 -7.6064
C 4.0730 -19.6508 -7.2039
H 3.8374 -21.7846 -7.4732
H 6.0920 -21.8643 -8.4125
H 7.0353 -19.4132 -8.6637
H 5.1269 -17.7573 -7.6086
H 3.1017 -19.3334 -6.8589
N -1.5878 -20.2457 -10.1649
C -0.6304 -20.5344 -9.2227
C -0.8710 -19.8006 -8.1019
C -1.9563 -18.9230 -8.4158
C -2.4021 -19.2561 -9.6607
H -1.6851 -20.7128 -11.0465
H 0.1110 -21.2813 -9.4577
H -0.4163 -19.8646 -7.1254
H -2.2975 -18.1375 -7.7637
H -3.2141 -18.8412 -10.2358
N 1.6197 -10.8419 -5.1649
C 1.0793 -11.1357 -6.3926
C 0.1267 -12.0995 -6.2438
C 0.0984 -12.4405 -4.8493
C 0.9782 -11.6114 -4.2220
H 2.3871 -10.2220 -4.9944
H 1.4979 -10.7379 -7.3040
H -0.5088 -12.5206 -7.0035
H -0.5522 -13.1768 -4.4075
H 1.3849 -11.6522 -3.2223
N 8.4679 -14.7951 -14.5548
C 9.7151 -15.3450 -14.6498
C 10.1141 -15.7151 -13.3891
C 9.0438 -15.4018 -12.5200
C 8.0267 -14.8621 -13.2608
H 7.9408 -14.3993 -15.3121
H 10.2005 -15.3200 -15.6112
H 11.0613 -16.1333 -13.0956
H 8.9850 -15.4919 -11.4457
H 7.0732 -14.4235 -13.0211
C -2.4049 -19.6485 -4.6155
C -2.4436 -18.1458 -4.4217
O -1.2088 -17.5673 -4.8691
H -2.2672 -19.8502 -5.6805
H -3.3257 -20.1411 -4.3118
H -1.5481 -20.0471 -4.0721
H -2.6074 -17.9031 -3.3679
H -3.2232 -17.7039 -5.0496
H -1.3625 -16.6466 -5.1214
C 2.8818 -19.9759 -3.6289
C 1.8845 -18.9497 -4.1085
O 0.8821 -19.6293 -4.8846
H 3.5620 -19.4806 -2.9296
H 3.5202 -20.3197 -4.4426
H 2.3659 -20.8082 -3.1541
H 2.3850 -18.2882 -4.8302
H 1.4133 -18.3532 -3.3270
H 0.1512 -19.0100 -5.0332
```

Values from the calculation:
net charge: -1
highest occupied orbital energy: -6.0 eV
max |F|: 1.80 eV/Å
LUMO energy: 1.6 eV

2.
C21H21F2 | wB97M-V/def2-TZVPD

Structure (XYZ):
```
44
Properties=species:S:1:pos:R:3
C -0.7622 3.5683 -2.1387
C 0.3293 2.5171 -1.9803
C -0.1314 1.2258 -1.8430
C 1.7276 2.8245 -2.1396
C 2.7671 1.7031 -2.1696
C 2.1627 4.0924 -2.3923
H -0.3896 4.5951 -2.1117
H -1.3143 3.4132 -3.0878
H -1.4862 3.4157 -1.3128
H 0.5298 0.3902 -1.5896
H -1.1403 1.0148 -2.2525
H 2.3244 0.6981 -2.2015
H 3.4066 1.8316 -3.0646
H 3.4425 1.7510 -1.2948
H 3.2168 4.2609 -2.6172
H 1.4976 4.9619 -2.3319
F 1.4718 -3.0317 5.1345
C 1.3918 -1.7335 4.6895
C 1.9361 -0.7089 5.4600
C 1.8222 0.6130 4.9825
C 1.2140 0.8770 3.7605
C 0.6718 -0.1740 2.9701
C 0.1039 0.0593 1.6844
C -0.5227 -0.9727 0.9791
C -1.1222 -0.7961 -0.2521
C -1.8063 -1.8432 -0.9333
C -2.4732 -2.8627 -0.1947
C -3.0766 -3.9138 -0.8906
F -3.6671 -4.9293 -0.1577
C -3.0996 -4.0069 -2.2721
C -2.4993 -2.9679 -3.0008
C -1.8492 -1.9144 -2.3517
C 0.7530 -1.5070 3.4814
H 2.4242 -0.9418 6.4079
H 2.2098 1.4340 5.5880
H 1.1220 1.8976 3.3779
H 0.1624 1.0466 1.2019
H -0.5500 -1.9672 1.4265
H -1.2296 0.2397 -0.6192
H -2.4928 -2.8040 0.8885
H -3.5631 -4.8605 -2.7679
H -2.5440 -2.9833 -4.0950
H -1.3201 -1.1448 -2.9228
H 0.3521 -2.3673 2.9532
```

Values from the calculation:
net charge: +1
highest occupied orbital energy: -11.2 eV
relative energy (zero: lowest compared OMol25 entry of this formula, charge and spin): 1.913 eV
max |F|: 2.56 eV/Å
LUMO energy: -6.0 eV

Which value of net charge does entry 1 give?
-1

Repeat the second record exactly.
C21H21F2 | wB97M-V/def2-TZVPD

Structure (XYZ):
```
44
Properties=species:S:1:pos:R:3
C -0.7622 3.5683 -2.1387
C 0.3293 2.5171 -1.9803
C -0.1314 1.2258 -1.8430
C 1.7276 2.8245 -2.1396
C 2.7671 1.7031 -2.1696
C 2.1627 4.0924 -2.3923
H -0.3896 4.5951 -2.1117
H -1.3143 3.4132 -3.0878
H -1.4862 3.4157 -1.3128
H 0.5298 0.3902 -1.5896
H -1.1403 1.0148 -2.2525
H 2.3244 0.6981 -2.2015
H 3.4066 1.8316 -3.0646
H 3.4425 1.7510 -1.2948
H 3.2168 4.2609 -2.6172
H 1.4976 4.9619 -2.3319
F 1.4718 -3.0317 5.1345
C 1.3918 -1.7335 4.6895
C 1.9361 -0.7089 5.4600
C 1.8222 0.6130 4.9825
C 1.2140 0.8770 3.7605
C 0.6718 -0.1740 2.9701
C 0.1039 0.0593 1.6844
C -0.5227 -0.9727 0.9791
C -1.1222 -0.7961 -0.2521
C -1.8063 -1.8432 -0.9333
C -2.4732 -2.8627 -0.1947
C -3.0766 -3.9138 -0.8906
F -3.6671 -4.9293 -0.1577
C -3.0996 -4.0069 -2.2721
C -2.4993 -2.9679 -3.0008
C -1.8492 -1.9144 -2.3517
C 0.7530 -1.5070 3.4814
H 2.4242 -0.9418 6.4079
H 2.2098 1.4340 5.5880
H 1.1220 1.8976 3.3779
H 0.1624 1.0466 1.2019
H -0.5500 -1.9672 1.4265
H -1.2296 0.2397 -0.6192
H -2.4928 -2.8040 0.8885
H -3.5631 -4.8605 -2.7679
H -2.5440 -2.9833 -4.0950
H -1.3201 -1.1448 -2.9228
H 0.3521 -2.3673 2.9532
```

Values from the calculation:
net charge: +1
highest occupied orbital energy: -11.2 eV
relative energy (zero: lowest compared OMol25 entry of this formula, charge and spin): 1.913 eV
max |F|: 2.56 eV/Å
LUMO energy: -6.0 eV

The highest LUMO energy belongs to which entry?
C51H71B2N8O18